114
Properties=species:S:1:pos:R:3:forces:R:3:mulliken_charge:R:1 method="wB97M-V/def2-TZVPD" charge=-1 orbital_gap_ev=1.59 multiplicity=1 homo_ev=0.3 max_force_ev_per_a=4.69 lumo_energy_ev=1.913 e_tot_ha=-1878.8029
C 0.016149 -1.600088 0.183789 -1.097 -2.771 -2.117 -0.322
O -0.014851 -0.411088 -0.010211 0.577 4.086 0.248 0.251
O 1.250149 -2.224088 0.293789 -0.580 -2.477 0.378 -0.608
O -1.012851 -2.346088 0.052789 1.798 -0.058 1.229 -0.820
H 2.171149 -1.922088 0.261789 -0.566 1.620 0.378 0.017
C 2.957149 -2.964088 3.322789 -3.375 -0.958 -1.262 -1.267
C 1.560149 -2.500088 3.964789 2.003 -0.519 0.485 -1.027
C 1.092149 -1.188088 3.290789 1.682 -0.194 1.328 1.602
C 0.686149 -0.078088 4.323789 1.371 -1.593 -1.380 -1.877
N -0.008851 1.073912 3.629789 -0.168 -0.473 -0.620 3.363
C 0.881149 1.646912 2.572789 2.048 -0.122 -1.699 0.313
C 0.483149 3.079912 2.278789 -2.515 -0.501 2.009 0.137
C -0.060851 3.561912 3.692789 -0.636 1.065 -1.845 -1.445
C -0.186851 2.215912 4.506789 2.315 3.256 0.914 -1.417
C -1.316851 0.683912 2.953789 -1.317 -1.162 0.458 1.350
C -2.430851 0.044912 3.841789 -0.042 -0.138 -1.013 -2.432
C -2.323851 -1.477088 3.898789 0.536 -0.235 0.489 -1.149
H 3.330149 -3.822088 3.788789 0.288 -1.630 1.063 0.638
H 3.759149 -2.299088 3.353789 0.811 1.812 -0.056 0.374
H 2.771149 -3.283088 2.270789 0.234 0.552 0.585 0.127
H 1.794149 -2.446088 5.035789 -0.156 0.740 0.101 0.473
H 0.799149 -3.302088 3.976789 0.341 0.307 -0.657 0.343
H 0.368149 -1.523088 2.613789 -1.588 0.215 -0.844 -0.423
H 1.957149 -0.924088 2.657789 -0.458 0.632 0.317 -0.070
H 1.629149 0.168912 4.883789 -0.856 0.775 -0.865 0.427
H 0.085149 -0.528088 5.081789 -1.028 0.107 0.332 0.239
H 0.789149 1.126912 1.613789 0.042 -0.838 0.551 -1.312
H 1.941149 1.532912 2.941789 -1.084 0.267 -0.342 0.570
H -0.334851 3.147912 1.550789 0.075 -0.402 0.121 -1.084
H 1.227149 3.692912 1.866789 1.435 0.627 -0.210 0.942
H -1.007851 4.255912 3.510789 1.619 -1.893 0.775 1.024
H 0.734149 4.233912 4.059789 -0.481 -0.482 0.563 0.445
H -0.993851 2.223912 5.152789 -2.226 -0.604 0.722 0.379
H 0.656149 2.251912 5.234789 -0.207 -0.393 -0.710 0.338
H -1.159851 0.076912 2.056789 0.756 -0.386 0.467 -0.872
H -1.717851 1.545912 2.492789 -0.241 1.686 -0.024 -0.690
H -3.485851 0.381912 3.578789 1.397 -0.285 -0.434 0.756
H -2.419851 0.371912 4.848789 0.507 0.715 1.137 0.586
H -2.353851 -1.957088 2.880789 -0.160 0.228 1.160 0.116
H -3.092851 -1.793088 4.627789 -0.030 -0.388 -0.817 0.552
H -1.367851 -1.755088 4.421789 -0.755 0.035 -0.825 0.216
C -2.120851 -1.088088 -5.284211 0.713 -2.544 -0.197 -1.611
C -2.307851 -1.441088 -3.841211 -0.230 -0.362 1.063 0.596
C -3.092851 -0.342088 -3.135211 -0.895 -3.344 3.163 -1.948
C -3.027851 -0.648088 -1.575211 0.442 -1.229 -1.399 -0.845
N -3.987851 0.124912 -0.781211 2.174 1.688 -0.266 5.883
C -5.374851 -0.090088 -1.140211 -2.403 -2.846 1.290 -1.551
C -6.034851 -0.021088 0.255789 -1.188 -0.668 -0.336 -1.804
C -5.106851 -0.755088 1.265789 0.289 0.574 -2.257 -1.418
C -3.782851 -0.262088 0.694789 0.862 0.746 0.948 0.057
C -3.687851 1.628912 -1.041211 -0.560 2.505 1.286 -2.429
C -2.230851 2.130912 -0.858211 -1.394 -1.431 0.635 2.470
C -1.969851 3.608912 -0.800211 1.256 -0.037 -1.589 -2.406
H -1.149851 -0.700088 -5.525211 0.326 0.472 -0.206 0.317
H -2.900851 -0.466088 -5.567211 -1.193 1.474 -0.883 0.436
H -2.263851 -2.038088 -5.827211 0.341 0.458 -0.350 0.325
H -1.328851 -1.651088 -3.318211 -1.114 0.137 -0.382 -0.410
H -2.947851 -2.353088 -3.785211 0.710 0.414 0.194 0.556
H -4.137851 -0.283088 -3.447211 0.083 -0.186 -0.283 -0.246
H -2.681851 0.577912 -3.221211 1.417 2.904 -0.811 0.800
H -2.022851 -0.497088 -1.190211 0.126 0.544 0.025 -0.632
H -3.144851 -1.702088 -1.257211 -0.415 0.243 -0.739 0.581
H -5.799851 0.612912 -1.841211 0.279 0.409 -0.115 0.371
H -5.619851 -1.136088 -1.532211 1.129 1.240 0.242 0.409
H -6.162851 1.041912 0.401789 0.043 0.275 0.993 0.356
H -7.029851 -0.475088 0.276789 0.031 0.199 -0.250 0.784
H -5.268851 -0.390088 2.275789 0.019 -0.237 0.165 0.927
H -5.143851 -1.859088 1.152789 -0.396 0.686 0.310 0.542
H -3.490851 0.660912 1.206789 -0.241 0.108 -0.162 -0.352
H -2.913851 -0.923088 0.818789 -0.322 -0.160 -0.614 -0.299
H -4.277851 2.275912 -0.305211 0.182 -1.271 -0.900 0.240
H -4.013851 1.929912 -2.054211 -0.146 -0.651 0.471 -0.983
H -1.694851 1.588912 -1.558211 1.590 -0.451 -1.830 0.744
H -1.853851 1.672912 0.037789 0.186 -0.029 0.881 -0.821
H -2.497851 4.017912 -0.007211 -0.969 1.028 1.599 0.858
H -2.106851 4.246912 -1.681211 -0.618 -0.616 -0.185 1.083
H -0.898851 3.758912 -0.635211 0.034 -0.158 0.359 -0.653
C 3.845149 2.526912 -0.073211 -0.274 0.431 0.960 -1.534
C 2.422149 2.557912 -0.633211 0.580 1.400 0.671 1.829
C 2.376149 1.985912 -2.030211 0.426 -0.515 -0.644 -1.684
C 3.117149 0.656912 -2.275211 0.451 0.491 1.070 -0.273
N 2.566149 -0.156088 -3.454211 3.242 0.087 -2.079 2.007
C 1.240149 -0.762088 -3.275211 -2.094 0.331 0.814 1.026
C 1.467149 -2.271088 -3.045211 -1.779 -0.129 -3.137 -0.895
C 2.889149 -2.388088 -2.702211 0.370 -1.655 0.328 0.914
C 3.495149 -1.358088 -3.596211 2.077 -0.068 1.501 -0.794
C 2.730149 0.508912 -4.823211 -1.327 3.127 1.062 -1.951
H 4.517149 3.336912 -0.353211 -0.201 0.196 -0.281 0.332
H 4.366149 1.595912 -0.232211 0.036 -0.467 -0.070 0.269
H 3.677149 2.587912 1.002789 0.598 0.122 0.242 0.378
H 2.007149 3.651912 -0.540211 0.608 -1.963 -0.644 0.707
H 1.850149 1.984912 0.101789 -0.308 -0.259 -0.674 -1.566
H 2.858149 2.629912 -2.737211 -0.006 1.076 -0.334 0.210
H 1.361149 1.887912 -2.323211 -1.158 -0.151 -0.473 0.612
H 3.045149 0.035912 -1.391211 -0.360 -0.504 0.131 -0.103
H 4.244149 0.784912 -2.330211 -1.429 -0.152 -0.625 0.612
H 0.536149 -0.470088 -4.095211 0.942 -0.518 0.339 -0.605
H 0.767149 -0.330088 -2.405211 0.112 0.295 0.556 -0.693
H 1.304149 -2.677088 -4.065211 0.076 -0.348 0.358 0.240
H 0.744149 -2.765088 -2.424211 -0.236 0.149 0.688 0.654
H 3.345149 -3.408088 -2.875211 -0.573 1.097 0.279 0.586
H 2.879149 -2.157088 -1.639211 1.112 0.149 0.053 -1.129
H 3.555149 -1.643088 -4.650211 -0.270 -0.140 0.275 0.389
H 4.527149 -1.151088 -3.204211 -0.886 0.444 -0.616 0.352
H 2.153149 1.494912 -4.813211 0.583 -1.393 -0.015 0.328
H 2.381149 -0.081088 -5.632211 -0.869 -0.958 -0.238 0.588
H 3.733149 0.770912 -5.138211 0.586 -0.156 0.943 0.331
C 5.293149 -2.788088 0.184789 1.645 -0.581 -1.222 -1.293
C 5.019149 -1.306088 0.019789 -1.454 1.037 3.067 0.793
O 4.185149 -0.861088 0.884789 -0.445 -0.299 -0.746 -0.476
O 5.608149 -0.580088 -0.786211 0.529 -0.517 -1.323 -0.722
H 5.153149 -3.335088 1.095789 -1.225 0.515 0.880 0.296
H 6.377149 -2.909088 0.134789 0.204 -0.098 -0.951 0.444
H 4.793149 -3.333088 -0.618211 0.296 -0.181 -0.106 0.129